Below is a single C4H6N2O molecule, with properties calculated with wB97M-V/def2-TZVPD.

Bonds (Å) are listed after each position.
CARTESIAN COORDINATES (ANGSTROEM)
1 N -2.207 0.543 -0.118  C2 1.404, H8 1.010, H9 1.012
2 C -0.852 0.177 -0.163  N1 1.404, C3 1.369, C7 1.435
3 C -0.481 -1.138 -0.077  C2 1.369, N4 1.390, H10 1.079
4 N 0.888 -1.178 0.165  C3 1.390, C5 1.353, H11 1.008
5 C 1.349 0.093 0.202  N4 1.353, O6 1.355, C7 1.377
6 O 2.656 0.266 0.515  C5 1.355, H12 0.964
7 C 0.329 0.983 -0.050  C2 1.435, C5 1.377, H13 1.084
8 H -2.577 1.147 -0.839  N1 1.010
9 H -2.743 -0.310 -0.025  N1 1.012
10 H -1.005 -1.987 -0.488  C3 1.079
11 H 1.376 -1.960 0.573  N4 1.008
12 H 2.848 1.208 0.443  O6 0.964
13 H 0.436 2.056 -0.157  C7 1.084

Results
2S+1: 1
Frontier orbital gap, eV: 8.16
Structure (SMILES): Nc1c[nH]c(O)c1
E_HOMO, eV: -7.297
Net charge: 0
ΔE to the lowest compared entry with this formula, charge and spin, kcal per mole: 28.68